1.
85
Properties=species:S:1:pos:R:3:forces:R:3:lowdin_charge:R:1 method="wB97M-V/def2-TZVPD" lumo_energy_ev=3.50 gap_ev=5.4 de_lowest_kj_mol=9.88 e_homo_ev=-1.9 charge=-2
Mg -0.546184 0.176998 0.286560 -0.339 -0.149 -0.431 0.193
C -2.878275 2.826384 1.024199 -0.003 0.015 -0.051 -0.055
C -1.952181 2.580040 2.165441 0.017 0.070 0.020 -0.305
C -2.041434 3.360052 3.340598 -0.018 -0.007 -0.004 -0.018
C -1.182064 3.147501 4.375641 0.004 0.000 0.004 -0.037
C -0.184969 2.156793 4.259181 0.011 -0.012 0.055 -0.200
C 0.773765 1.842223 5.251206 -0.033 0.010 -0.063 -0.644
Br 0.782636 2.779903 6.910970 0.004 0.008 0.030 0.692
C 1.705170 0.865908 5.035322 0.058 -0.032 0.028 -0.194
C 1.740174 0.161121 3.830278 -0.044 0.039 0.059 -0.605
Br 3.047817 -1.178411 3.582521 0.017 -0.022 -0.006 0.744
C 0.846395 0.410955 2.782716 -0.009 0.015 0.096 -0.423
O 0.852261 -0.190280 1.671485 0.144 -0.074 -0.243 -0.180
C -0.154161 1.431274 3.049600 0.040 -0.054 0.046 -0.118
N -1.043564 1.635315 2.041535 0.027 0.056 0.076 0.130
H -3.460971 3.734112 1.180463 0.000 0.015 -0.008 0.079
H -3.544257 1.972489 0.887745 -0.038 0.000 0.001 0.024
H -2.288091 2.906886 0.109588 0.007 0.011 -0.041 0.041
H -2.804143 4.125800 3.399589 0.007 0.004 0.004 0.104
H -1.244140 3.736114 5.281380 -0.006 0.002 0.004 0.071
H 2.434642 0.630837 5.798699 -0.011 0.006 0.004 0.086
O -3.400794 -0.726974 -3.952337 0.003 0.030 -0.117 -0.113
C -2.374992 0.242856 -3.713945 0.032 -0.010 -0.002 -0.237
C -2.932645 1.492395 -3.038534 0.001 0.001 0.080 -0.562
C -3.862718 2.227560 -4.020924 -0.021 -0.008 0.001 -0.232
O -3.238420 2.723911 -5.198709 0.127 0.126 -0.006 -0.069
C -1.818010 2.460238 -2.607024 -0.093 -0.107 -0.028 -0.557
Se -0.199294 1.793931 -1.689429 0.246 0.380 -0.007 0.520
C -3.852887 1.127629 -1.857577 0.011 0.110 -0.089 -0.542
Se -3.297536 -0.285767 -0.609112 0.010 -0.132 -0.015 0.610
H -3.672692 -1.010460 -3.066665 -0.058 -0.036 0.130 0.004
H -1.951988 0.495344 -4.687082 0.014 0.024 -0.003 0.131
H -1.581814 -0.174919 -3.090067 0.006 0.005 0.001 0.058
H -4.362610 3.047627 -3.485070 -0.003 0.001 0.005 0.122
H -4.626294 1.529568 -4.367787 0.001 -0.004 0.011 0.119
H -2.466951 3.235385 -4.922228 -0.120 -0.106 -0.062 0.065
H -2.291136 3.267026 -2.037250 0.055 -0.004 0.033 0.050
H -1.371422 2.929664 -3.488898 -0.015 -0.019 0.003 0.026
H -4.825623 0.827596 -2.254400 0.018 -0.053 0.031 0.050
H -4.028270 2.035803 -1.278640 -0.004 0.012 0.036 0.039
N -3.327567 -5.452491 4.661383 0.003 0.016 -0.021 0.142
C -2.923374 -4.625074 3.973288 -0.029 -0.059 0.065 -0.180
C -2.419117 -3.587829 3.113164 0.017 0.034 -0.034 -0.226
C -1.441968 -3.870834 2.167775 0.014 0.047 -0.005 0.010
C -0.984447 -2.838577 1.363875 0.039 -0.104 0.042 -0.105
N -1.455751 -1.597062 1.448263 -0.109 -0.098 0.223 -0.008
C -2.396223 -1.335905 2.355519 -0.053 0.027 -0.003 -0.155
C -2.906289 -2.290516 3.216842 0.019 -0.024 -0.020 0.005
H -1.034044 -4.865179 2.059151 -0.014 -0.017 0.021 0.118
H -0.212439 -2.998233 0.619625 0.025 0.020 -0.007 0.056
H -2.765177 -0.319319 2.374606 -0.007 0.011 0.011 0.088
H -3.667280 -2.029115 3.937426 -0.001 -0.021 0.015 0.118
S 4.316610 -1.466903 -5.999738 -0.023 -0.049 0.025 0.437
C 4.085736 -0.631055 -4.549302 -0.008 -0.256 -0.047 -1.118
S 3.925259 -1.417340 -3.024028 0.039 -0.047 -0.072 0.892
C 3.631198 0.121651 -2.200893 -0.185 0.039 0.286 -1.198
N 3.684018 1.123889 -3.036515 0.037 -0.077 -0.034 0.006
N 3.933205 0.680857 -4.331952 0.030 0.091 0.068 -0.164
C 3.884232 1.696607 -5.317028 -0.009 0.060 -0.060 -0.207
C 4.725298 1.674110 -6.420454 0.091 -0.003 -0.032 -0.062
C 4.650935 2.698094 -7.352861 -0.006 0.019 -0.007 -0.103
C 3.750137 3.740024 -7.187076 0.001 -0.005 0.002 -0.120
C 2.922676 3.756965 -6.071227 -0.001 0.013 -0.013 -0.093
C 2.985846 2.741991 -5.131506 -0.045 0.023 -0.003 -0.005
S 3.286474 0.140413 -0.546184 0.224 0.113 -0.047 0.419
H 5.420649 0.856335 -6.544410 -0.048 0.077 0.001 0.059
H 5.307625 2.676122 -8.214221 -0.001 0.012 -0.010 0.092
H 3.694657 4.535369 -7.920118 -0.003 0.013 -0.012 0.087
H 2.216786 4.565260 -5.927544 -0.005 0.015 -0.006 0.095
H 2.357742 2.741314 -4.250719 -0.008 -0.009 0.011 0.103
S 0.712226 -1.795524 -1.391034 0.047 0.104 0.135 0.667
C -0.263010 -2.722542 -2.395786 -0.027 -0.001 -0.023 -0.789
N 0.313488 -3.334761 -3.459643 0.029 0.016 0.109 0.002
C -0.461567 -3.924134 -4.529367 -0.013 -0.006 -0.074 -0.184
C -1.631568 -4.661897 -3.902992 -0.013 0.006 0.001 -0.173
C -2.443795 -3.673396 -3.083571 -0.074 0.008 -0.020 -0.184
N -1.576530 -2.919842 -2.187439 -0.047 0.121 0.046 0.019
H 1.272227 -3.059947 -3.619381 -0.044 0.005 -0.016 0.102
H 0.184617 -4.598022 -5.092825 -0.008 0.000 0.017 0.117
H -0.831395 -3.156623 -5.220579 0.006 -0.011 -0.001 0.126
H -1.244393 -5.461742 -3.267065 -0.013 -0.011 0.016 0.114
H -2.264415 -5.110004 -4.670498 -0.005 0.011 -0.006 0.109
H -3.186181 -4.195013 -2.474771 -0.002 0.012 -0.008 0.118
H -2.973035 -2.984787 -3.749339 0.042 -0.061 0.009 0.101
H -2.028582 -2.223517 -1.581664 0.094 -0.167 -0.108 0.006



2.
85
Properties=species:S:1:pos:R:3:forces:R:3:nbo_charge:R:1 method="wB97M-V/def2-TZVPD" lumo_energy_ev=1.39 gap_ev=5.6 de_lowest_kj_mol=5.39 e_homo_ev=-4.2 charge=-1
Tl -0.798071 0.600470 -0.836911 0.245 -0.040 0.061 0.754
O 4.812743 -5.056884 4.196586 0.025 -0.012 0.017 -0.672
C 4.442940 -3.758770 4.070922 0.050 0.069 0.049 0.779
O 5.075626 -2.907000 4.632003 -0.033 0.015 -0.029 -0.572
C 3.243015 -3.490976 3.229279 0.008 0.026 0.041 -0.216
C 3.116656 -2.232754 2.641828 -0.039 0.046 -0.062 -0.142
C 1.996097 -1.911840 1.902547 0.146 -0.044 0.014 -0.216
C 0.982953 -2.855818 1.733126 -0.016 0.128 0.007 0.142
C 1.095401 -4.109072 2.331605 -0.022 0.033 0.026 -0.207
C 2.222379 -4.422973 3.072741 0.004 0.012 0.019 -0.199
N -0.165046 -2.484479 1.018885 -0.004 0.048 0.020 -0.379
C -0.595097 -3.274515 0.132007 -0.184 -0.060 -0.055 0.139
C -1.848480 -3.050174 -0.619749 -0.131 -0.031 -0.069 0.111
C -2.173510 -3.939514 -1.636047 0.015 -0.001 0.004 -0.221
C -3.345002 -3.738276 -2.350209 -0.009 -0.048 -0.024 -0.170
C -4.142845 -2.660529 -2.022526 -0.033 -0.010 -0.009 -0.236
C -3.744411 -1.826491 -0.981929 0.074 0.203 0.054 0.057
N -2.627214 -2.012488 -0.290090 0.177 -0.197 0.027 -0.407
H 4.295217 -5.595692 3.588709 -0.025 -0.057 -0.034 0.482
H 3.906217 -1.506010 2.779574 0.013 -0.022 0.025 0.236
H 1.895685 -0.935481 1.447065 -0.054 0.039 -0.041 0.248
H 0.276848 -4.813175 2.254211 0.003 0.010 -0.004 0.213
H 2.265558 -5.385518 3.571421 0.001 0.005 -0.002 0.204
H -0.051765 -4.193209 -0.121697 0.000 0.008 -0.049 0.157
H -1.512012 -4.764799 -1.867798 0.008 0.008 -0.007 0.214
H -3.618451 -4.406054 -3.156866 0.008 0.006 -0.006 0.216
H -5.053748 -2.447315 -2.565015 -0.004 0.009 0.018 0.226
H -4.319663 -0.946273 -0.715600 0.007 -0.002 -0.005 0.241
C -1.270918 -1.231867 -4.198743 0.017 -0.024 0.054 -1.124
Si -0.606295 0.533075 -4.296684 -0.011 -0.028 -0.086 1.821
C -2.077701 1.664109 -3.996507 0.007 0.052 0.069 -1.124
C -0.096466 0.825519 -6.093152 0.049 0.008 -0.020 -1.133
N 0.552398 0.768180 -3.082982 -0.131 0.133 0.085 -1.244
C 1.894892 0.887281 -3.108058 0.130 -0.062 -0.016 0.136
C 2.726865 0.764657 -4.253605 -0.061 -0.026 0.011 -0.288
C 4.105786 0.892350 -4.212873 0.034 0.000 0.003 -0.214
C 4.774973 1.149697 -3.024538 -0.024 0.001 -0.012 -0.298
C 4.009791 1.275173 -1.868495 0.045 -0.003 -0.013 -0.294
C 2.646479 1.142648 -1.934191 -0.128 0.048 0.086 0.372
F 1.959991 1.278813 -0.752703 -0.010 -0.075 -0.036 -0.365
H -2.035639 -1.440400 -4.952485 -0.006 0.014 -0.008 0.219
H -1.722209 -1.398142 -3.214669 0.006 -0.021 -0.025 0.223
H -0.459542 -1.955999 -4.316149 -0.011 -0.002 -0.003 0.224
H -2.920243 1.409135 -4.645818 0.018 -0.013 -0.023 0.225
H -1.807991 2.706379 -4.187054 0.009 -0.006 0.009 0.233
H -2.445854 1.613309 -2.967340 -0.025 -0.010 -0.013 0.234
H -0.984152 0.858924 -6.731198 -0.018 -0.007 0.019 0.225
H 0.555561 0.034314 -6.471453 -0.013 0.009 -0.015 0.221
H 0.430179 1.777105 -6.201120 -0.006 -0.006 -0.015 0.233
H 2.249374 0.557122 -5.200702 0.017 0.003 -0.002 0.202
H 4.667684 0.785270 -5.134360 -0.007 -0.002 -0.003 0.195
H 5.851166 1.251679 -2.990375 0.002 -0.002 -0.001 0.198
H 4.461654 1.481029 -0.905248 -0.019 -0.006 -0.004 0.211
Se -2.333949 -0.567375 2.638385 0.010 0.074 0.124 0.423
C -3.132797 -0.296246 4.300278 -0.002 0.008 -0.043 0.008
N -3.650414 -0.189804 5.324358 0.003 -0.002 -0.004 -0.362
C 3.609356 1.717822 4.896622 -0.011 0.015 0.015 -0.653
C 2.416048 0.820801 4.788986 -0.078 -0.086 -0.005 0.275
C 2.355249 -0.395384 5.468971 0.038 -0.004 -0.010 -0.323
C 1.234038 -1.170847 5.271152 -0.063 0.006 0.064 0.093
N 0.227629 -0.798594 4.477564 0.019 -0.010 0.078 -0.480
C 0.384023 0.371206 3.891119 -0.027 -0.007 -0.152 0.266
S -0.852383 1.036559 2.799787 -0.071 -0.057 0.017 0.157
N 1.417664 1.205782 3.999954 0.058 -0.013 0.018 -0.485
H 3.822504 1.953384 5.940589 -0.001 -0.006 -0.012 0.223
H 3.432559 2.637500 4.344278 0.028 -0.022 -0.008 0.239
H 4.485161 1.207837 4.490573 0.020 0.052 -0.007 0.231
H 3.166409 -0.720526 6.105046 0.004 -0.043 -0.011 0.230
H 1.120579 -2.130194 5.765570 0.016 -0.001 -0.019 0.197
C -1.269968 6.361341 1.345172 0.041 0.006 -0.060 -0.593
C -2.027002 5.342777 0.493959 0.191 0.211 0.295 -0.517
C -1.212867 4.172047 0.184313 -0.346 -0.024 -0.135 0.393
N -0.608456 3.235766 -0.083940 0.308 0.062 0.052 -0.426
H -1.920226 7.203827 1.578928 0.001 0.003 0.000 0.207
H -0.392548 6.738037 0.820321 0.026 0.029 0.017 0.206
H -0.937659 5.913573 2.281274 -0.003 0.007 0.015 0.211
H -2.355910 5.766118 -0.455172 -0.017 -0.014 0.027 0.253
H -2.927387 4.974498 0.985481 0.138 0.058 -0.042 0.289
F -5.555330 3.059016 -2.521334 0.009 -0.045 0.064 -0.332
C -5.377064 2.194853 -1.503941 -0.075 -0.004 -0.033 0.872
F -6.457476 2.313234 -0.695471 0.070 -0.009 -0.061 -0.340
F -5.440173 0.955777 -2.040402 0.004 0.066 0.036 -0.341
C -4.055601 2.471194 -0.709125 0.052 -0.141 -0.003 0.703
O -3.903773 3.651428 -0.383823 -0.291 -0.303 -0.179 -0.721
O -3.352042 1.460843 -0.497044 -0.146 0.078 -0.064 -0.776



3.
79
Properties=species:S:1:pos:R:3:forces:R:3:mulliken_spin:R:1 method="wB97M-V/def2-TZVPD" s_squared=6.037 lumo_energy_ev="-8.01 / -11.94" spin_multiplicity=5 gap_ev="7.4 / 3.5" de_lowest_kj_mol=0.00 e_homo_ev="-15.4 / -15.4" charge=+3
Pd -0.735593 0.675501 -0.309970 -0.184 0.360 0.285 1.386
N 1.000990 0.810823 -1.759937 0.016 0.030 -0.041 0.156
C 0.444639 0.485285 -3.089849 0.032 -0.006 -0.034 -0.003
C -0.477684 -0.717553 -2.988075 -0.002 -0.073 -0.008 -0.005
N -1.514122 -0.592124 -1.930569 0.007 -0.025 -0.052 0.214
C -2.810824 -0.002482 -2.359996 0.048 -0.056 0.026 0.002
C -2.698304 1.488041 -2.610112 0.034 0.036 0.008 -0.017
N -2.045083 2.154404 -1.453957 0.018 -0.077 -0.142 0.126
H 1.440805 1.725774 -1.776355 0.024 -0.011 -0.006 -0.005
H 1.724044 0.141545 -1.509202 -0.019 -0.012 0.033 -0.019
H 1.229219 0.251123 -3.812046 0.006 0.029 -0.005 0.004
H -0.071016 1.368278 -3.459244 -0.023 -0.011 0.008 0.004
H 0.122636 -1.594836 -2.737773 -0.002 -0.004 -0.004 0.003
H -0.944282 -0.910454 -3.957182 -0.010 0.004 0.003 0.001
H -1.699490 -1.526709 -1.582816 -0.041 0.031 0.056 -0.009
H -3.523593 -0.187632 -1.555918 0.000 -0.014 -0.002 0.003
H -3.175713 -0.507894 -3.257419 -0.007 0.010 -0.003 0.006
H -3.692240 1.896230 -2.795029 -0.003 -0.007 -0.006 0.003
H -2.111126 1.687177 -3.504039 -0.003 0.012 0.002 0.001
H -2.745789 2.408981 -0.763187 -0.022 -0.012 -0.018 -0.006
H -1.620028 3.026200 -1.754872 0.001 0.006 0.018 0.000
C 5.746421 0.491235 0.618093 0.037 -0.032 0.008 0.043
P 4.329635 -0.575486 0.915128 0.093 0.059 0.029 0.533
C 4.006277 -1.681347 -0.423616 0.025 -0.041 -0.017 0.041
C 4.879994 -1.740351 -1.518632 -0.010 0.030 0.001 0.065
C 4.623380 -2.623052 -2.554018 -0.011 -0.016 -0.012 -0.018
C 3.498639 -3.438519 -2.513284 0.004 0.005 0.001 0.065
C 2.613510 -3.368887 -1.439542 0.006 0.008 -0.010 -0.012
C 2.857437 -2.489494 -0.401670 -0.021 0.010 0.011 0.029
C 4.325358 -1.300998 2.524771 -0.035 0.031 0.002 0.115
C 4.059365 -2.664552 2.729052 0.003 -0.033 0.001 0.038
C 4.089154 -3.178748 4.013171 0.005 0.005 -0.008 -0.013
C 4.372396 -2.347338 5.093351 0.003 0.005 0.002 0.072
C 4.620896 -0.990818 4.898175 0.012 -0.010 0.003 -0.014
C 4.591001 -0.461277 3.622492 0.023 -0.020 -0.018 0.042
H 6.656322 -0.111307 0.557586 -0.004 -0.006 0.009 0.026
H 5.852471 1.198690 1.438988 -0.015 0.001 0.003 -0.004
H 5.602897 1.044138 -0.308968 0.009 0.006 0.002 0.000
H 5.769009 -1.124778 -1.555166 0.002 -0.002 0.005 0.002
H 5.311793 -2.688086 -3.385576 -0.001 0.001 -0.002 0.001
H 3.315205 -4.139070 -3.317293 0.000 0.000 0.000 0.002
H 1.748678 -4.018571 -1.407374 -0.001 -0.002 -0.001 0.001
H 2.172858 -2.442457 0.437414 0.013 0.001 0.012 -0.010
H 3.888228 -3.325758 1.890318 0.001 -0.001 -0.001 0.003
H 3.920459 -4.235378 4.172229 0.006 -0.001 0.000 0.002
H 4.412854 -2.760700 6.092701 -0.005 -0.002 -0.002 0.000
H 4.851325 -0.353468 5.741162 0.000 0.001 0.000 0.001
H 4.795540 0.592964 3.478729 -0.017 0.007 -0.001 0.003
N -9.157216 -3.849624 5.086221 0.004 -0.009 -0.008 0.000
C -8.336700 -3.198101 4.617998 -0.011 0.016 0.017 0.000
C -7.303688 -2.385148 4.037155 0.004 -0.007 -0.005 0.000
C -6.684732 -2.789126 2.857638 0.008 -0.002 -0.003 0.000
C -5.685647 -2.013228 2.298770 -0.050 0.018 -0.021 -0.001
C -5.302033 -0.835602 2.925033 0.028 0.002 -0.005 0.001
C -5.915970 -0.421847 4.097078 0.022 -0.033 0.034 0.001
C -6.919710 -1.197645 4.651506 0.001 0.008 -0.004 0.000
N -4.249067 -0.032168 2.353352 -0.024 0.019 -0.007 0.004
C -3.937305 1.265391 2.686191 -0.024 0.025 -0.038 0.028
C -2.888142 1.625166 1.901394 -0.013 0.012 -0.011 -0.017
N -2.551237 0.568418 1.081925 0.012 0.018 0.057 0.088
C -3.387626 -0.409030 1.388734 0.045 -0.023 0.009 -0.014
H -6.994552 -3.705949 2.376127 -0.002 0.000 0.001 0.000
H -5.241216 -2.334760 1.367614 0.001 0.017 -0.013 0.000
H -5.624235 0.487436 4.601789 0.021 0.000 -0.001 0.000
H -7.403352 -0.883738 5.565835 -0.003 -0.001 0.000 0.000
H -4.484762 1.829907 3.417947 -0.018 -0.005 -0.004 0.001
H -2.368730 2.569534 1.874663 0.001 -0.004 0.006 0.006
H -3.385070 -1.391410 0.949396 0.004 -0.012 0.017 -0.001
F 1.152303 1.950372 2.023520 -0.007 -0.008 0.002 0.009
C 0.862328 0.694488 2.373109 0.089 0.035 -0.049 -0.110
C 0.236580 -0.138270 1.449420 -0.132 -0.292 -0.151 0.391
C -0.051479 -1.467100 1.886196 0.069 -0.001 -0.007 0.218
F -0.667851 -2.270685 1.031942 0.015 -0.021 0.003 0.024
C 0.279654 -1.968848 3.118356 -0.035 0.025 0.002 0.057
F 0.024383 -3.204154 3.487440 0.001 0.006 0.000 -0.002
C 0.903200 -1.087549 4.007598 0.026 0.040 -0.030 0.229
F 1.217975 -1.470915 5.197605 0.003 -0.005 0.010 0.057
C 1.208261 0.266989 3.623938 -0.001 -0.060 0.045 0.142
F 1.812247 1.018585 4.500241 -0.028 0.027 0.016 0.027